C19H12ClN2O2Rh | the ωB97M-V functional and the def2-TZVPD basis

The geometry in ORCA input format:
```
! wB97M-V def2-TZVPD RIJCOSX def2/J DEFGRID3
* xyz 2 5
Rh 0.451 -0.036 0.407
C -1.783 3.753 -0.372
C -1.138 2.694 0.270
N -0.602 1.683 -0.400
C -0.676 1.669 -1.757
C -1.302 2.688 -2.474
C -1.864 3.749 -1.740
C -1.345 2.616 -3.907
C -0.789 1.580 -4.566
C -0.138 0.518 -3.853
C 0.461 -0.584 -4.492
C 1.067 -1.562 -3.747
C 1.078 -1.443 -2.356
N 0.520 -0.415 -1.731
C -0.083 0.561 -2.460
H -2.205 4.555 0.216
H -1.058 2.669 1.349
H -2.359 4.558 -2.262
H -1.833 3.414 -4.452
H -0.825 1.535 -5.646
H 0.438 -0.653 -5.573
H 1.536 -2.417 -4.213
H 1.549 -2.198 -1.742
Cl 1.310 -3.550 6.862
C 0.819 -2.915 5.390
C -0.444 -3.258 4.853
C -0.831 -2.736 3.661
C 0.024 -1.829 2.922
O -0.395 -1.376 1.827
C 1.319 -1.493 3.493
C 2.281 -0.596 2.857
O 2.140 -0.011 1.788
C 1.684 -2.033 4.694
H -1.087 -3.934 5.401
H -1.789 -2.974 3.219
H 3.221 -0.438 3.400
H 2.646 -1.792 5.133
*
```

Its lowest unoccupied orbital energy (alpha / beta) is -6.9 / -9.3 eV. The calculation puts the HOMO energy (alpha / beta) at -14.9 / -14.9 eV. For the HOMO-LUMO gap (alpha / beta), the calculation gives 7.955 / 5.617 eV.


C19H13BCl52N6O4P | the ωB97M-V functional and the def2-TZVPD basis

The geometry in ORCA input format:
```
! wB97M-V def2-TZVPD RIJCOSX def2/J DEFGRID3
* xyz 1 1
C -0.370 6.279 0.907
N -1.869 6.578 0.861
C -2.407 6.709 2.269
B -2.612 5.542 0.038
O -2.715 5.698 -1.448
N -3.306 4.290 0.620
O -4.616 4.420 0.891
C -2.544 3.158 0.766
N -1.054 3.141 0.370
C -0.590 1.718 0.632
O 0.767 1.220 0.357
C 1.634 1.266 1.545
N 2.493 1.440 2.503
N -1.832 1.045 1.188
N -3.011 1.818 1.291
P -4.599 1.248 1.867
C -5.315 2.356 3.263
O -4.240 -0.283 2.688
H -0.069 5.988 -0.203
H 0.249 7.211 1.252
H -0.181 5.387 1.659
H -3.577 6.767 2.342
H -1.970 5.839 2.959
H -2.005 7.745 2.703
H -3.350 6.483 -1.556
H -5.077 3.953 0.110
H -1.694 0.038 1.428
H -4.562 3.172 3.635
H -5.797 1.728 4.155
H -6.228 2.947 2.776
H -3.581 -0.817 2.140
C -1.889 -2.646 4.387
Cl -1.147 -4.264 4.474
Cl -3.580 -2.738 4.941
Cl -0.983 -1.520 5.429
Cl -1.846 -2.063 2.704
C -2.277 2.079 -2.996
Cl -2.828 0.605 -3.832
Cl -0.663 2.534 -3.596
Cl -3.424 3.405 -3.314
Cl -2.195 1.772 -1.243
C 0.828 -0.395 -6.167
Cl 0.277 -1.869 -7.002
Cl 2.442 0.060 -6.767
Cl -0.319 0.931 -6.484
Cl 0.910 -0.701 -4.414
C -0.113 -6.491 8.044
Cl -0.090 -7.565 6.623
Cl 0.024 -4.796 7.511
Cl -1.642 -6.713 8.931
Cl 1.256 -6.890 9.112
C 2.666 4.045 -2.082
Cl 2.689 2.971 -3.504
Cl 2.802 5.739 -2.616
Cl 1.136 3.823 -1.195
Cl 4.035 3.646 -1.014
C 5.862 -1.642 -4.913
Cl 4.776 -3.054 -4.946
Cl 4.939 -0.194 -4.438
Cl 7.169 -1.926 -3.736
Cl 6.564 -1.395 -6.532
C 8.162 0.902 -9.679
Cl 9.607 -0.002 -10.196
Cl 8.562 1.898 -8.256
Cl 7.615 1.957 -11.006
Cl 6.864 -0.243 -9.257
C 1.547 -5.074 -2.564
Cl -0.066 -5.744 -2.210
Cl 1.370 -3.485 -3.351
Cl 2.459 -4.887 -1.045
Cl 2.424 -6.181 -3.651
C 1.945 -8.649 -0.163
Cl 1.607 -10.199 0.647
Cl 0.911 -7.376 0.534
Cl 3.658 -8.217 0.070
Cl 1.603 -8.802 -1.905
C -3.069 -5.348 0.372
Cl -3.046 -6.422 -1.049
Cl -2.933 -3.654 -0.161
Cl -4.599 -5.570 1.259
Cl -1.700 -5.747 1.440
C 0.969 -11.403 5.182
Cl 1.711 -13.021 5.270
Cl -0.722 -11.495 5.736
Cl 1.875 -10.277 6.224
Cl 1.013 -10.820 3.499
C -7.709 5.878 2.738
Cl -8.047 4.327 3.548
Cl -8.743 7.150 3.436
Cl -5.997 6.309 2.971
Cl -8.051 5.724 0.996
C 7.885 5.928 -0.960
Cl 9.003 4.543 -1.054
Cl 8.277 6.910 0.474
Cl 8.050 6.925 -2.427
Cl 6.211 5.332 -0.832
*
```

Its lowest unoccupied orbital energy is -4.3 eV. The calculation puts the HOMO energy at -11.9 eV. For the HOMO-LUMO gap, the calculation gives 7.626 eV.


C19H13Br2I2N5O3SSn | the ωB97M-V functional and the def2-TZVPD basis

The geometry in ORCA input format:
```
! wB97M-V def2-TZVPD RIJCOSX def2/J DEFGRID3
* xyz 2 1
Sn -0.953 0.479 -2.674
N -2.493 -5.307 2.152
C -2.581 -4.110 1.520
C -2.181 -3.978 0.178
C -2.281 -2.765 -0.462
C -2.788 -1.658 0.223
C -3.199 -1.777 1.551
C -3.097 -2.988 2.191
S -2.888 -0.120 -0.548
O -2.919 -0.377 -2.018
O -3.920 0.674 0.026
N -1.435 0.660 -0.556
C -0.915 1.226 0.616
N -1.472 0.853 1.760
C -1.013 1.456 2.853
C 0.011 2.388 2.810
C 0.561 2.635 1.569
N 0.115 2.056 0.448
H -2.195 -6.132 1.664
H -2.804 -5.416 3.100
H -1.833 -4.849 -0.362
H -2.019 -2.688 -1.508
H -3.624 -0.921 2.057
H -3.444 -3.091 3.211
H -1.478 1.173 3.790
H 0.367 2.884 3.700
H 1.389 3.327 1.454
Br 2.121 -2.492 0.878
C 2.777 -1.029 0.019
C 4.038 -0.560 0.229
C 4.486 0.611 -0.430
Br 6.193 1.128 -0.082
C 3.664 1.383 -1.333
C 4.072 2.566 -1.961
C 3.183 3.213 -2.797
C 1.923 2.659 -2.997
N 1.525 1.530 -2.405
C 2.366 0.929 -1.591
C 1.856 -0.320 -0.945
O 0.746 -0.732 -1.173
H 4.704 -1.073 0.910
H 5.063 2.966 -1.796
H 3.458 4.126 -3.304
H 1.204 3.140 -3.650
I -2.195 3.209 -2.223
I -2.097 5.112 -4.091
*
```

Its lowest unoccupied orbital energy is -9.8 eV. The calculation puts the HOMO energy at -12.7 eV. For the HOMO-LUMO gap, the calculation gives 2.914 eV.


C19H13Br2NO2S | the ωB97M-V functional and the def2-TZVPD basis

The geometry in ORCA input format:
```
! wB97M-V def2-TZVPD RIJCOSX def2/J DEFGRID3
* xyz 0 1
O -1.765 1.336 -3.562
C -2.163 0.379 -2.973
O -2.252 -0.847 -3.529
C -2.537 0.513 -1.517
C -1.359 0.828 -0.612
S 0.064 -0.099 -0.881
C 0.861 0.565 0.508
C 2.193 0.180 0.877
C 2.820 -1.075 0.532
C 4.146 -1.512 0.937
C 5.162 -0.587 1.288
C 6.484 -1.069 1.399
C 6.823 -2.427 1.347
Br 8.644 -3.001 1.695
C 5.806 -3.365 1.015
C 4.404 -2.948 0.815
N 0.087 1.470 1.028
C -1.221 1.547 0.548
C -2.176 2.500 1.136
C -1.759 3.795 1.407
C -2.517 4.651 2.136
C -3.831 4.300 2.606
Br -4.967 5.387 3.742
C -4.269 3.045 2.214
C -3.430 2.146 1.592
H -1.756 -0.837 -4.329
H -2.939 -0.433 -1.155
H -3.375 1.201 -1.441
H 2.774 0.792 1.619
H 2.316 -1.842 -0.221
H 4.925 0.432 1.353
H 7.282 -0.333 1.488
H 5.977 -4.395 0.794
H 3.625 -3.634 0.489
H -0.683 4.147 1.163
H -2.091 5.453 2.746
H -5.342 2.687 2.351
H -3.852 1.162 1.506
*
```

Its lowest unoccupied orbital energy is -0.7 eV. The calculation puts the HOMO energy at -8.2 eV. The SMILES is O=C(O)Cc1sc(/C=C/c2ccc(Br)cc2)nc1-c1ccc(Br)cc1. For the HOMO-LUMO gap, the calculation gives 7.437 eV.